# C4H7N3O

C4H7N3O in the gas phase (wB97M-V/def2-TZVPD, the Open Molecules 2025 dataset).

Computed properties:
**Lowest unoccupied orbital energy**: 0.66 eV
**E**: -395.9449 a.u.
**Structure (SMILES)**: [H]/N=c1\occ(N)n1C
**Energy above the lowest of the compared OMol25 structures with the same formula, charge and spin**: 5.5383 eV

Geometry as ORCA input:
```
! RIJCOSX wB97M-V def2-TZVPD def2/J DEFGRID3
* xyz 0 1
C -0.74 1.70 -0.05
C 0.91 -0.38 -0.15
C 0.69 -1.71 -0.04
C -1.17 -0.62 -0.09
H -1.13 1.47 1.10
H 0.01 2.69 -0.06
H -1.54 2.01 -0.78
H 2.86 -0.31 -0.58
H 2.41 0.38 0.91
H 1.38 -2.66 0.34
H -2.68 -1.16 0.37
N -0.09 0.25 -0.40
N 2.15 0.41 -0.19
N -2.37 -0.22 -0.15
O -0.69 -1.85 -0.23
*
```